# 1
The following is a quantum chemistry calculation of one molecule with the formula C31H37ClFN3O3 at a distorted geometry, from the OMol25 dataset.

HOMO energy = -0.3211 Ha
energy = -58601.62502 eV
strongest force on any atom = 1.106 eV/A
E_LUMO = 0.23 eV

Structure (XYZ):
```
76
C31H37ClFN3O3 (ωB97M-V/def2-TZVPD)
O -2.34884 -5.55095 1.17001
C -2.08281 -4.83062 0.22640
N -2.44854 -3.53014 0.19082
C -2.05808 -2.54839 -0.79021
H -1.76255 -3.02313 -1.72270
C -0.90785 -1.70122 -0.24407
H -0.56312 -1.01306 -1.01252
H -0.07157 -2.36350 -0.01011
C -1.31376 -0.98256 1.05063
C -1.85474 -2.04055 2.03205
C -2.94679 -2.90318 1.39965
H -3.25156 -3.69183 2.08846
H -3.81339 -2.28489 1.15107
H -2.27122 -1.53795 2.90503
H -1.03422 -2.68588 2.35243
C -2.40114 0.09116 0.85530
O -3.26090 0.28871 1.69148
N -2.33808 0.78376 -0.29997
H -1.51999 0.70205 -0.88116
C -3.22320 1.89274 -0.57502
H -3.55082 1.82893 -1.61736
H -4.08858 1.77049 0.08092
C -2.57335 3.25890 -0.31644
C -3.61677 4.36978 -0.44203
C -2.99250 5.73503 -0.16765
C -1.83235 5.99700 -1.12288
C -0.78905 4.89103 -1.00333
C -1.41820 3.52876 -1.28274
H -1.79877 3.51171 -2.30715
H -0.65532 2.75280 -1.19709
H 0.02892 5.07023 -1.70420
H -0.37020 4.89732 0.00626
H -1.37782 6.96468 -0.90118
H -2.20756 6.03053 -2.14824
H -3.74861 6.51505 -0.27655
H -2.62798 5.76518 0.86180
H -4.43298 4.18844 0.25995
H -4.03379 4.35754 -1.45192
H -2.18973 3.25931 0.71047
C -0.08262 -0.32584 1.71397
C 0.44874 0.96062 1.07044
H -0.26996 1.77419 1.19414
C 1.84820 1.30826 1.59818
C 2.68643 0.94055 0.39057
N 1.97422 0.68554 -0.63607
O 0.64410 0.79327 -0.35132
C 4.13233 0.87431 0.37310
C 4.79052 0.33289 -0.73448
C 6.16612 0.25033 -0.76354
C 6.90060 0.71386 0.31975
C 6.26655 1.25507 1.42790
C 4.88767 1.33076 1.45369
H 4.40027 1.75506 2.31820
H 6.85015 1.61108 2.26234
Cl 8.62284 0.61531 0.28948
H 6.67241 -0.17434 -1.61562
H 4.19987 -0.02645 -1.56101
H 1.96088 2.37008 1.82681
H 2.11341 0.72600 2.47930
H -0.33426 -0.08122 2.74830
H 0.72341 -1.06563 1.72356
H -2.92558 -1.90786 -0.98788
C -1.30570 -5.37519 -0.97567
C 0.08659 -4.80767 -0.98637
C 0.62483 -4.20820 -2.11882
C 1.88223 -3.63043 -2.08896
C 2.60075 -3.66227 -0.90903
C 2.10509 -4.27561 0.22791
C 0.84747 -4.84824 0.17954
H 0.43918 -5.32511 1.05816
H 2.69806 -4.29581 1.12891
F 3.82018 -3.08094 -0.86453
H 2.30248 -3.15529 -2.96083
H 0.05848 -4.18748 -3.03886
H -1.82671 -5.16863 -1.91076
H -1.26140 -6.45829 -0.83873
```

---

# 2
The following is a quantum chemistry calculation of one molecule with the formula C2H3ClN4O2S at a distorted geometry, from the OMol25 dataset.

energy relative to the best compared isomer or geometry (same formula, charge and spin) = 92.8 kcal/mol
HOMO energy (spin up / spin down) = -0.3309 / -0.3309 Ha
energy = -35530.22717 eV
strongest force on any atom = 3.972 eV/A
E_LUMO (spin up / spin down) = -0.58 / -0.58 eV

Structure (XYZ):
```
13
C2H3ClN4O2S (ωB97M-V/def2-TZVPD)
C 1.27331 -0.24118 0.95392
C -0.74507 -0.17122 -0.24586
N 0.65613 -0.18664 1.98206
N -1.40526 -0.15253 0.82921
N -0.74961 -0.02630 1.99549
N 2.37388 -0.15931 0.26358
O -0.54432 1.56729 -2.10972
O -0.79111 -0.84465 -2.75416
S -1.15420 0.23028 -1.89507
Cl -3.17851 0.41708 -1.83803
H -1.19705 -0.30690 2.89546
H 2.19761 -0.07708 -0.75977
H 3.26419 -0.04884 0.68290
```

---

# 3
The following is a quantum chemistry calculation of one molecule with the formula C5H5OPS at a distorted geometry, from the OMol25 dataset.

energy relative to the best compared isomer or geometry (same formula, charge and spin) = 11.4 kcal/mol
HOMO energy = -0.3059 Ha
energy = -27433.94214 eV
strongest force on any atom = 3.499 eV/A
E_LUMO = -0.63 eV

Structure (XYZ):
```
13
C5H5OPS (ωB97M-V/def2-TZVPD)
C 1.14181 0.12947 -0.57389
C 0.52217 1.26221 -0.39199
C 0.91266 -1.20252 0.02391
C -0.21086 -1.80464 0.46393
C -0.59503 1.79246 0.32179
O -1.48296 -1.38309 0.54389
P -2.24340 1.33403 0.42383
S -2.22930 -0.58705 -0.80637
H 2.03133 0.30108 -1.26537
H 0.96495 2.12096 -0.82160
H 1.67712 -1.93944 0.14589
H 0.01709 -2.74258 1.00514
H -0.50559 2.71912 0.93083
```

---

# 4
The following is a quantum chemistry calculation of C7H12ClIN3O7P as an isolated structure at a distorted geometry, from the OMol25 dataset.

HOMO energy = -0.2993 Ha
energy = -56150.31499 eV
strongest force on any atom = 7.960 eV/A
E_LUMO = -3.61 eV

Structure (XYZ):
```
32
C7H12ClIN3O7P (ωB97M-V/def2-TZVPD)
N 4.46314 -1.15982 0.99119
C 3.09258 -1.50108 0.44474
C 2.49381 -0.43821 -0.64837
N 1.40433 0.47536 -0.13743
I 1.25871 2.00918 -1.57071
C 0.02358 -0.13251 -0.07067
C -0.33238 -1.74792 -0.09068
C -1.81634 -2.41169 0.02126
N -3.02010 -1.53692 0.10996
C -2.76236 -0.06901 0.08921
C -1.37498 0.78167 0.03047
P 1.81874 1.32967 1.39744
O 3.22725 2.08782 1.20869
O 1.76860 0.31486 2.81148
O 0.65540 2.63742 1.70319
H 4.73665 -2.01905 1.55704
H 4.43157 -0.31356 1.60076
H 2.28470 -1.73648 1.28725
H 3.22363 -2.53540 -0.13717
H 3.40434 0.27246 -0.95078
H 2.10441 -0.99792 -1.60427
H 0.57693 -2.51083 -0.19660
H -1.96320 -3.58993 0.03256
H -3.74654 0.61008 0.12152
H -1.36076 1.96692 0.03362
H 1.15564 -0.46761 2.67549
H -0.01467 2.24331 2.36725
O -6.44569 2.20619 -2.23303
Cl -5.14657 1.68788 -2.61529
O -4.41734 2.70416 -3.34863
O -5.32059 0.51800 -3.45408
O -4.40250 1.32296 -1.42541
```

---

# 5
The following is a quantum chemistry calculation of C5H9NO as an isolated structure, from the OMol25 dataset.

energy relative to the best compared isomer or geometry (same formula, charge and spin) = 155.7 kcal/mol
HOMO energy = -0.2709 Ha
energy = -8862.45869 eV
strongest force on any atom = 0.525 eV/A
E_LUMO = 0.73 eV

Structure (XYZ):
```
16
C5H9NO (ωB97M-V/def2-TZVPD)
C 0.18227 1.20994 1.22787
C 0.19155 -0.46890 -0.08425
C 1.42192 -1.16698 -0.03746
C -1.23509 -0.93483 0.17130
O -1.67831 -0.14771 -0.97060
C -0.39577 0.27021 -1.24782
N 0.07587 0.97053 -2.17036
H -0.76765 1.66781 0.94554
H 0.16668 0.90671 2.28140
H 1.00231 1.90726 1.01905
H 2.17933 -0.93299 -0.77489
H 1.04371 0.04314 0.70830
H 1.55769 -1.98112 0.66389
H -1.71845 -0.62115 1.09611
H -1.37003 -2.00287 -0.01845
H -0.65603 1.28095 -2.80963
```

---

# 6
The following is a quantum chemistry calculation of C6H15AlO4P as an isolated structure at a distorted geometry, from the OMol25 dataset.

charge = +4
HOMO energy (spin up / spin down) = -0.8758 / -0.8756 Ha
energy = -30484.28244 eV
spin multiplicity = 2
strongest force on any atom = 5.368 eV/A
expectation value of S² = 1.76
E_LUMO (spin up / spin down) = -20.50 / -20.94 eV

Structure (XYZ):
```
27
C6H15AlO4P (ωB97M-V/def2-TZVPD)
Al 3.88437 -1.75537 3.02984
C -2.64199 -1.29779 2.21618
C -1.39263 -0.57092 2.55228
O -0.96514 -0.04135 1.23865
P 0.54944 -0.26819 0.59688
O 1.58334 -0.73842 1.57196
O 0.72835 1.15693 -0.04031
C -0.32581 1.83133 -0.73769
C 0.24180 3.26254 -0.80309
O 0.30923 -1.17473 -0.75957
C 1.31429 -1.64831 -1.56294
C 1.24436 -0.96560 -2.96257
H -2.67008 -2.06710 1.44453
H -3.01122 -1.80329 3.10851
H -3.47788 -0.72688 1.81188
H -1.48642 0.19172 3.32538
H -0.58275 -1.21046 2.90327
H -0.42632 1.41616 -1.74051
H -1.33780 1.77889 -0.33615
H -0.30963 3.95965 -1.43401
H 0.44010 3.76946 0.14126
H 1.15402 3.23579 -1.39911
H 2.27011 -1.37462 -1.11618
H 1.14880 -2.72545 -1.58513
H 0.21677 -0.72120 -3.23171
H 1.61755 -0.00219 -2.61519
H 1.92516 -1.51061 -3.61646
```

---

# 7
The following is a quantum chemistry calculation of one molecule with the formula C24H35N3O3, from the OMol25 dataset.

energy relative to the best compared isomer or geometry (same formula, charge and spin) = 30.7 kcal/mol
HOMO energy = -0.2858 Ha
energy = -36069.36793 eV
strongest force on any atom = 0.762 eV/A
E_LUMO = 0.30 eV

Structure (XYZ):
```
65
C24H35N3O3 (ωB97M-V/def2-TZVPD)
O 3.59798 -1.04219 3.25202
C 2.51427 -0.51322 3.09489
N 1.36651 -1.21583 3.08112
H 0.47872 -0.77322 2.90524
C 1.32976 -2.65918 3.13593
C 0.42398 -3.22154 2.03320
C -0.99192 -2.72991 2.17385
C -1.47089 -1.76427 1.40038
C -2.86829 -1.23111 1.46821
C -3.77455 -2.13705 2.29662
C -3.05959 -2.54935 3.57863
C -1.83156 -3.38752 3.23449
H -1.23248 -3.56160 4.13200
H -2.14983 -4.36878 2.86674
H -3.73137 -3.11968 4.22365
H -2.75054 -1.65395 4.12396
H -4.70995 -1.62318 2.52787
H -4.01447 -3.03145 1.71908
H -3.25711 -1.13039 0.45189
H -2.84696 -0.22467 1.90503
H -0.84506 -1.32982 0.63490
H 0.81627 -2.92382 1.05950
H 0.44420 -4.31126 2.09569
H 2.35624 -3.01238 3.01564
H 0.96782 -2.97705 4.12162
C 2.38140 1.01202 2.97781
C 1.15981 1.51889 2.21237
C 1.21085 1.07654 0.75373
C 2.47549 1.59488 0.06853
C 3.71006 1.14106 0.84886
C 3.64489 1.56764 2.31275
H 4.51987 1.18197 2.83609
H 3.64725 2.65778 2.38658
H 4.61027 1.55379 0.38793
H 3.78070 0.05331 0.80549
C 2.56637 1.07392 -1.37537
N 1.47122 1.50563 -2.21535
C 0.34058 0.77809 -2.30111
C -0.94212 0.98715 -2.82333
N -1.56509 1.98112 -3.45984
C -0.91120 3.17622 -3.96012
C -1.98994 3.87724 -4.78957
H -1.56923 4.41554 -5.63584
H -2.54093 4.58335 -4.16769
C -2.90971 2.73152 -5.21279
H -3.90451 3.07206 -5.48861
C -2.91706 1.84850 -3.96991
H -3.15140 0.80311 -4.16749
H -3.62999 2.22847 -3.22765
H -2.47633 2.19093 -6.05494
H -0.56149 3.80393 -3.13391
H -0.04884 2.90020 -4.57922
C -1.39326 -0.34629 -2.38825
O -2.45718 -0.92460 -2.39519
C 0.01260 -0.59200 -1.88971
O 0.63177 -1.50360 -1.38189
H 1.41776 2.49590 -2.40891
H 3.49975 1.41696 -1.83161
H 2.56075 -0.01687 -1.36390
H 2.44826 2.69286 0.05027
H 1.20769 -0.01265 0.69696
H 0.32069 1.44333 0.23468
H 0.22678 1.19065 2.67622
H 1.16441 2.61241 2.25479
H 2.33646 1.38167 4.01054
```